ORCA calculation (ωB97M-V with the def2-TZVPD basis set) on a gas-phase ion, C5H10ClN2 (charge +1).

Structure (XYZ):
```
18
Properties=species:S:1:pos:R:3:forces:R:3
C 1.0899 -0.3492 -0.9773 -1.5162 1.6363 -0.5071
C 0.9326 -1.7525 -0.6048 4.4263 0.9175 -2.7262
C -0.7241 -0.0616 0.4863 1.1158 -3.7809 0.1150
C -0.8679 0.4449 1.8964 -1.4171 -0.3854 -0.3014
C 0.0713 1.8930 -0.8375 -0.1664 0.8743 1.8914
N 0.1145 -1.9433 0.4463 -3.3880 2.4959 2.0541
N 0.2603 0.5173 -0.4220 0.6329 -2.4093 -0.2834
Cl -2.1930 -0.3105 -0.3619 -0.7555 0.2223 -0.2135
H 1.7423 -0.0839 -1.8404 -0.3457 0.2517 1.0143
H 0.7919 -2.2166 -1.6281 -0.2481 -0.1118 0.9204
H 2.0282 -1.9810 -0.3655 -0.7649 -0.3193 -0.2353
H -1.7566 1.1214 1.9881 0.7534 -0.5812 -0.1593
H -0.0036 0.9566 2.2121 1.1696 0.6378 0.3406
H -1.0112 -0.4082 2.5784 -0.0607 0.2470 -0.3890
H -0.1674 2.5224 0.0670 0.2099 -0.7010 -0.9237
H -0.6994 2.0305 -1.5761 -0.1853 -0.2535 -0.3282
H 1.0387 2.1398 -1.1547 1.0735 1.1180 -0.9130
H -0.6463 -2.5191 0.0936 -0.5335 0.1417 0.6441
```
Positions in Å, forces in eV/Å.

The largest force on an atom is 5.279 eV/Å. As for the total energy: -765.8639 Eh. As for the HOMO energy: -0.502 Ha. As for the HOMO-LUMO gap: 8.88 eV. The charge is +1. The energy above the lowest of the compared OMol25 structures with the same formula, charge and spin comes out at 83.9 kcal per mole.